[1]
A molecular structure, C17H30IrNO2P2Te, computed with ωB97M-V/def2-TZVPD.

Values from the calculation:
2S+1	6
frontier orbital gap (alpha / beta)	0.186 / 0.228	Ha
charge	+1
<S²>	8.78

Each line ends with the Mulliken charge.
Atoms and positions in Å:
1 C -1.396 -0.803 -2.584  0.473
2 H 2.185 -0.438 3.545  0.452
3 H 2.959 2.481 -0.445  0.343
4 C -2.627 -0.688 -1.741  -1.288
5 H -0.492 1.996 -0.138  0.184
6 H -1.791 -2.170 6.054  0.367
7 H -4.413 -0.436 0.929  0.441
8 H 2.715 -1.362 1.388  0.251
9 H -4.159 1.774 -0.847  0.494
10 C 0.883 -0.938 -4.084  -0.751
11 C 1.481 -1.845 5.031  -0.572
12 H 2.326 -2.176 -0.158  0.356
13 H -2.069 -0.336 4.356  0.318
14 H -3.088 -0.096 2.103  0.191
15 C -3.140 1.900 -0.466  -1.412
16 C 2.162 0.087 -2.147  -0.997
17 C 0.954 -0.510 -2.748  0.609
18 H 2.458 -2.296 5.206  0.376
19 N -0.212 -0.485 -2.045  -0.033
20 C -0.321 -1.290 -4.671  -0.980
21 C -1.080 -0.753 4.566  -0.480
22 Te -0.177 1.204 2.324  0.065
23 C 3.154 1.601 0.189  -1.267
24 H -2.446 -1.435 -4.300  0.479
25 C 0.049 -0.307 3.893  0.321
26 H -0.167 1.871 -1.345  -0.047
27 Ir -0.102 0.397 -0.079  0.133
28 H -2.534 2.449 -1.197  0.337
29 H 0.473 -3.146 6.465  0.356
30 C -1.467 -1.213 -3.900  -0.398
31 C 1.329 -0.814 4.105  -0.259
32 C 2.846 -1.321 0.299  -1.077
33 H 3.068 -0.419 -2.495  0.689
34 H 2.547 2.443 -3.873  0.324
35 C -0.923 -1.777 5.507  -0.495
36 H -3.422 -0.181 -2.311  0.496
37 O -0.239 2.813 -2.529  -0.694
38 C 0.363 -2.326 5.736  -0.494
39 H 1.833 -0.938 -4.630  0.462
40 H 2.192 1.479 -2.609  0.179
41 H 0.786 2.744 -2.884  0.402
42 H -3.071 -1.614 1.152  0.394
43 H 4.224 1.345 0.104  0.444
44 H -3.025 -1.674 -1.443  0.470
45 H 2.926 1.851 1.236  0.347
46 H -0.405 3.796 -2.395  0.349
47 P 2.118 0.202 -0.342  0.591
48 H -0.108 -0.357 1.420  0.283
49 P -2.369 0.277 -0.168  0.893
50 C -3.332 -0.545 1.128  -1.037
51 O 2.151 2.541 -2.988  -0.766
52 H -0.359 -1.651 -5.704  0.377
53 H -3.160 2.470 0.471  0.361
54 H 3.916 -1.380 0.055  0.436

[2]
CCl2F3PS in the gas phase, computed with ωB97M-V/def2-TZVPD.

Values from the calculation:
frontier orbital gap	0.315	Ha
charge	0
relative energy (zero: lowest compared OMol25 entry of this formula, charge and spin)	0.829	eV

Each line ends with the Mulliken charge.
Atoms and positions in Å:
1 F -0.841 0.192 -1.826  -0.192
2 F -1.317 -1.449 -0.517  -0.198
3 C -0.337 -0.637 -0.917  0.519
4 S -0.904 1.818 2.203  -0.292
5 Cl 1.533 1.620 -0.134  -0.156
6 F 0.649 -1.327 -1.417  -0.157
7 P 0.098 0.636 0.865  0.632
8 Cl 1.119 -0.853 1.742  -0.156

[3]
A gas-phase ion, C4H11N2O (charge +1), computed with ωB97M-V/def2-TZVPD.

Values from the calculation:
frontier orbital gap	0.401	Ha
charge	+1
relative energy (zero: lowest compared OMol25 entry of this formula, charge and spin)	1.484	eV

Each line ends with the Mulliken charge.
Atoms and positions in Å:
1 H -2.338 -0.484 -1.107  0.439
2 N 0.882 1.363 0.530  -0.168
3 H -0.586 1.190 2.242  0.263
4 C 1.051 0.171 -0.114  0.432
5 N 0.017 -1.729 -1.197  -0.309
6 H -0.362 -2.638 -0.947  0.360
7 H 1.062 -1.773 -1.214  0.357
8 C -1.498 0.176 -0.874  -1.461
9 H 0.852 0.274 2.337  0.339
10 H 1.556 2.104 0.462  0.332
11 H -1.293 0.672 -1.819  0.387
12 H -0.551 -1.045 0.679  0.289
13 C 0.472 1.224 1.993  -0.879
14 H 1.050 2.007 2.463  0.363
15 C -0.327 -0.593 -0.285  0.145
16 O 2.000 -0.264 -0.717  -0.602
17 H -0.143 -1.627 -2.205  0.362
18 H -1.844 0.972 -0.226  0.352

[4]
A molecular structure, C23H42Cl3N2O4RuSi, computed with ωB97M-V/def2-TZVPD.

Values from the calculation:
2S+1	6
frontier orbital gap (alpha / beta)	0.234 / 0.240	Ha
charge	0
relative energy (zero: lowest compared OMol25 entry of this formula, charge and spin)	3.466	eV
<S²>	8.78

Each line ends with the Mulliken charge.
Atoms and positions in Å:
1 O 1.881 0.480 0.037  -0.762
2 Cl 1.588 3.483 -0.218  -0.573
3 Cl -2.172 1.096 0.563  -0.638
4 H -2.116 0.440 3.155  0.211
5 H -1.327 -1.149 -3.376  0.167
6 H -0.065 -4.396 -1.237  0.408
7 H -0.150 6.469 2.094  0.293
8 H 2.240 -1.134 1.286  0.509
9 H 2.601 -3.449 -1.137  0.271
10 H -0.736 4.777 -1.275  0.340
11 H -0.745 2.277 -5.079  0.295
12 C 2.266 -0.687 0.263  -0.125
13 C -2.218 -3.004 1.239  -0.417
14 C -0.261 -4.762 -3.397  -1.870
15 C 0.171 -3.208 0.871  1.311
16 Ru 0.093 1.902 0.406  0.373
17 C -1.348 2.705 -4.263  -1.256
18 H 1.672 -0.870 4.163  0.311
19 H 1.040 -2.865 0.305  0.127
20 H 1.247 -4.504 2.179  0.378
21 H -2.171 -1.437 -0.836  0.382
22 H 2.163 2.912 -3.294  0.275
23 Cl -0.036 1.001 -1.663  0.568
24 O 0.049 2.228 2.432  -0.638
25 H -2.885 -2.036 -3.258  0.267
26 O 0.049 -0.452 2.048  0.332
27 H 0.198 -4.122 -4.159  0.403
28 H 1.453 4.501 -2.872  0.369
29 C 2.847 -0.807 -2.073  -0.959
30 C -0.554 -4.041 -2.148  0.541
31 H -1.060 0.992 4.475  0.283
32 O -0.092 -1.434 -1.290  -0.086
33 C -1.380 3.992 -1.682  -0.928
34 H -2.063 4.454 -2.419  0.414
35 H 1.258 4.665 4.158  0.359
36 C 1.268 3.552 -3.383  -1.142
37 H -3.012 -4.099 2.873  0.434
38 H -1.562 3.763 -4.506  0.365
39 H 1.976 -1.162 -2.648  0.054
40 C -2.114 -3.857 2.324  -0.886
41 H -2.294 2.164 -4.166  0.300
42 C 0.660 -1.276 4.196  -1.418
43 N -0.073 4.454 2.567  0.339
44 Si -0.331 2.848 -2.706  0.405
45 H -1.654 3.308 1.795  0.617
46 C -1.227 -2.026 -0.847  -0.405
47 H -1.546 -2.688 -4.265  0.392
48 C 3.308 -2.748 -0.663  -0.928
49 C 0.276 -4.075 1.942  -1.490
50 H 0.297 -1.191 5.219  0.477
51 C -1.784 -2.154 -3.337  -1.286
52 H -1.711 5.550 1.981  0.275
53 C -0.629 3.304 2.211  0.125
54 H -1.054 5.980 3.599  0.311
55 C -0.869 -4.380 2.675  -0.488
56 C -0.793 5.707 2.562  -0.878
57 H 3.501 -3.067 0.360  0.281
58 H -3.145 -2.519 0.919  0.458
59 C -0.218 -0.514 3.249  0.945
60 H 1.746 3.449 2.959  0.219
61 H 2.830 0.282 -1.990  0.265
62 C -1.403 0.119 3.912  -1.545
63 H -1.974 3.530 -0.879  0.247
64 H -1.187 -5.161 -3.813  0.405
65 H 0.712 -2.334 3.941  0.173
66 H -0.803 -5.065 3.508  0.412
67 C 1.284 4.427 3.090  -1.042
68 H 4.236 -2.812 -1.243  0.354
69 H 3.770 -1.141 -2.563  0.460
70 C -1.086 -2.751 0.486  -0.006
71 N 2.834 -1.385 -0.740  0.366
72 H -1.885 -0.578 4.606  0.521
73 H 1.117 3.781 -4.452  0.376
74 C -1.196 -2.854 -2.143  0.269
75 H 1.872 5.180 2.558  0.358
76 H 0.421 -5.581 -3.185  0.378

Copy entry 2 word for word.
CCl2F3PS in the gas phase, computed with ωB97M-V/def2-TZVPD.

Values from the calculation:
frontier orbital gap	0.315	Ha
charge	0
relative energy (zero: lowest compared OMol25 entry of this formula, charge and spin)	0.829	eV

Each line ends with the Mulliken charge.
Atoms and positions in Å:
1 F -0.841 0.192 -1.826  -0.192
2 F -1.317 -1.449 -0.517  -0.198
3 C -0.337 -0.637 -0.917  0.519
4 S -0.904 1.818 2.203  -0.292
5 Cl 1.533 1.620 -0.134  -0.156
6 F 0.649 -1.327 -1.417  -0.157
7 P 0.098 0.636 0.865  0.632
8 Cl 1.119 -0.853 1.742  -0.156